This record from the OMol25 dataset describes a single C6H13NS molecule in a non-equilibrium geometry. The level of theory is ωB97M-V with the def2-TZVPD basis set.

Last column: Mulliken charge in e.
CARTESIAN COORDINATES (ANGSTROEM)
C (-1.966, -1.128, -0.352)  -1.777
C (-0.827, -0.261, 0.201)  1.317
C (-1.020, -0.037, 1.705)  -1.452
S (-0.948, 1.324, -0.694)  -0.255
C (0.478, -1.031, -0.011)  -0.630
C (1.412, -0.834, -1.171)  -0.738
C (1.865, -0.490, 0.218)  -0.144
N (2.049, 0.908, 0.547)  -0.482
H (-1.847, -1.379, -1.393)  0.417
H (-2.932, -0.612, -0.227)  0.449
H (-2.027, -2.091, 0.185)  0.356
H (-0.950, -0.963, 2.238)  0.352
H (-0.287, 0.653, 2.106)  0.347
H (-2.013, 0.399, 1.901)  0.378
H (0.209, 1.823, -0.228)  0.188
H (0.366, -2.069, 0.337)  0.434
H (1.831, -1.703, -1.670)  0.283
H (1.204, 0.030, -1.823)  0.233
H (2.570, -1.217, 0.640)  0.295
H (2.130, 1.008, 1.546)  0.198
H (2.932, 1.259, 0.124)  0.231

Cartesian forces (eV/Å) of the 2 atoms listed first:
C -0.6 -0.1 0.7
C 0.2 -0.4 0.1

As for the spin multiplicity: 1. Its charge is 0. As for the structure (SMILES): CC(C)(S)[C@H]1C[C@H]1N. The value obtained for the HOMO-LUMO gap is 9.5 eV. Its calculated total energy is -18757.5265 eV. For the relative energy (zero: lowest compared OMol25 entry of this formula, charge and spin), the calculation gives 17.3 kcal per mole.